(i)
Entry from the OMol25 dataset: a cluster of 2 separate species, C3H10O3 in total (the ωB97M-V functional and the def2-TZVPD basis).

Structure (ORCA input):
```
! wB97M-V def2-TZVPD RIJCOSX def2/J DEFGRID3
* xyz 0 1
O 1.187 1.735 0.139
C 1.839 1.070 -0.790
O 2.000 -0.239 0.256
O 1.728 -1.536 -0.296
H 1.138 0.683 0.727
H 2.853 1.411 -1.029
H 1.265 0.626 -1.616
H 2.504 -2.034 0.001
C -1.568 -0.685 0.874
C -2.060 0.259 -0.222
H -2.358 -1.366 1.195
H -0.737 -1.298 0.523
H -1.231 -0.125 1.748
H -1.279 0.964 -0.511
H -2.925 0.834 0.111
H -2.359 -0.300 -1.110
*
```

Calculated values
HOMO-LUMO gap, Eh: 0.4102
SMILES: OCOO.CC
LUMO, eV: 0.69
HOMO level, eV: -10.5



(ii)
Entry from the OMol25 dataset: a cluster of 3 separate species, C3H10O3 in total (the ωB97M-V functional and the def2-TZVPD basis).

Structure (ORCA input):
```
! wB97M-V def2-TZVPD RIJCOSX def2/J DEFGRID3
* xyz 0 1
C -1.034 1.000 0.005
C 0.013 0.022 0.534
C 0.090 -1.259 0.143
O 0.269 -2.360 0.924
H -0.673 2.018 0.223
H -2.003 0.868 0.500
H -1.082 0.932 -1.151
H 0.540 0.110 1.559
H -0.114 -1.396 -0.952
H 0.258 -1.869 1.846
O 5.196 0.331 0.874
H 5.920 -0.092 1.351
H 5.575 0.537 0.009
O -4.203 0.001 -1.851
H -3.659 0.859 -1.839
H -5.093 0.298 -2.175
*
```

Calculated values
HOMO-LUMO gap, Eh: 0.3372
SMILES: C/C=C/O.O.O
LUMO, eV: 0.83
HOMO level, eV: -8.3



The structure with the least stability is (i).



(i)
Entry from the OMol25 dataset: the molecule C5H8O3 (the ωB97M-V functional and the def2-TZVPD basis).

Structure (ORCA input):
```
! wB97M-V def2-TZVPD RIJCOSX def2/J DEFGRID3
* xyz 0 1
C -0.740 -0.394 0.969
C -0.998 0.806 1.583
C 0.571 0.981 -0.651
C 0.371 -0.393 -0.041
C -0.053 -1.517 -1.057
O -0.592 1.871 1.163
O -0.063 1.425 -1.693
O 1.618 -0.718 0.635
H -1.221 -1.359 1.128
H -1.559 0.778 2.607
H 1.430 1.653 -0.153
H -0.608 -0.862 -1.739
H -0.670 -2.236 -0.576
H 0.722 -1.913 -1.597
H 0.190 2.378 -2.093
H 1.602 -0.501 1.515
*
```

Calculated values
HOMO-LUMO gap, Eh: 0.2651
LUMO, eV: -0.21
HOMO level, eV: -7.4



(ii)
Entry from the OMol25 dataset: the molecule C5H8O3 (the ωB97M-V functional and the def2-TZVPD basis).

Structure (ORCA input):
```
! wB97M-V def2-TZVPD RIJCOSX def2/J DEFGRID3
* xyz 0 1
O -2.937 -0.211 -0.357
C -1.793 -0.065 0.371
C -0.659 0.621 -0.167
O 0.300 1.486 0.192
C 1.454 0.801 -0.179
C 1.635 -0.755 -0.062
O 0.465 -1.472 -0.377
C -0.435 -0.748 0.443
H -3.181 0.624 -0.771
H -1.887 -0.029 1.403
H -0.922 0.566 -1.260
H 1.492 1.056 -1.208
H 2.296 1.253 0.283
H 2.441 -1.030 -0.725
H 1.873 -1.062 0.943
H -0.141 -1.036 1.471
*
```

Calculated values
HOMO-LUMO gap, Eh: 0.3518
SMILES: OC1[C@H]2OCCO[C@H]12
LUMO, eV: 0.79
HOMO level, eV: -8.8



The structure with the least stability is (ii).



(i)
Entry from the OMol25 dataset: a cluster of 2 separate species, C4H7IN in total (the ωB97M-V functional and the def2-TZVPD basis).

Structure (ORCA input):
```
! wB97M-V def2-TZVPD RIJCOSX def2/J DEFGRID3
* xyz 1 1
C -1.332 -0.339 0.232
C -3.309 -1.290 0.298
C -0.303 0.279 -0.444
C 0.910 0.477 0.393
N 2.028 -0.089 -0.450
I -4.760 0.190 0.010
H -1.288 -0.514 1.345
H -0.257 0.381 -1.538
H 0.819 -0.078 1.372
H 1.027 1.577 0.749
H 2.996 0.011 -0.119
H 1.758 0.519 -1.245
H 1.711 -1.125 -0.604
*
```

Calculated values
HOMO-LUMO gap, Eh: 0.2701
LUMO, eV: -4.69
HOMO level, eV: -12.0



(ii)
Entry from the OMol25 dataset: the ion C4H7IN with charge +1 (the ωB97M-V functional and the def2-TZVPD basis).

Structure (ORCA input):
```
! wB97M-V def2-TZVPD RIJCOSX def2/J DEFGRID3
* xyz 1 1
C 2.484 -0.952 -0.737
C 1.100 -0.476 -1.316
C -0.377 0.012 1.227
C -0.982 -0.016 -0.223
N -0.173 -0.210 -1.320
I 2.630 -2.480 0.641
H 3.464 -0.664 -1.156
H 1.236 -0.362 -2.490
H -0.151 1.153 1.339
H -1.190 -0.015 1.987
H 0.428 -0.551 1.458
H -1.473 1.012 -0.469
H -1.876 -0.798 -0.212
*
```

Calculated values
HOMO-LUMO gap (alpha / beta), Eh: 0.2458 / 0.2459
LUMO (alpha / beta), eV: -7.73 / -7.72
HOMO level (alpha / beta), eV: -14.4 / -14.4



The structure with the least stability is (i).



(i)
Entry from the OMol25 dataset: a cluster of 2 separate species, C4H7IN in total (the ωB97M-V functional and the def2-TZVPD basis).

Structure (ORCA input):
```
! wB97M-V def2-TZVPD RIJCOSX def2/J DEFGRID3
* xyz 1 1
C 1.372 1.217 2.231
C 1.000 0.703 1.208
C -1.035 0.796 0.060
C 0.348 0.243 0.066
N 0.993 -0.433 -0.906
I -1.715 -2.458 -2.372
H 1.491 1.750 3.153
H -0.964 1.806 0.627
H -1.330 0.920 -0.968
H -1.688 0.052 0.549
H 1.924 -0.744 -0.746
H 0.561 -0.782 -1.705
H -0.958 -3.070 -1.196
*
```

Calculated values
HOMO-LUMO gap, Eh: 0.2928
LUMO, eV: -5.70
HOMO level, eV: -13.7



(ii)
Entry from the OMol25 dataset: a structure of composition C4H7IN (the ωB97M-V functional and the def2-TZVPD basis).

Structure (ORCA input):
```
! wB97M-V def2-TZVPD RIJCOSX def2/J DEFGRID3
* xyz 1 1
C 0.175 1.696 0.721
C 1.287 0.716 0.562
C -1.038 -0.447 0.079
C -0.648 0.921 -0.001
N 0.395 -0.209 -0.233
I -1.612 -3.849 -2.568
H -2.505 -4.541 -3.643
H 0.099 2.671 1.153
H 2.139 1.020 -0.045
H 1.633 0.270 1.498
H -1.300 -0.846 1.058
H -1.551 -0.925 -0.749
H 0.706 -0.495 -1.154
*
```

Calculated values
HOMO-LUMO gap, Eh: 0.2949
LUMO, eV: -4.92
HOMO level, eV: -12.9



The structure with the least stability is (ii).



(i)
Entry from the OMol25 dataset: the molecule C4H9NO (the ωB97M-V functional and the def2-TZVPD basis).

Structure (ORCA input):
```
! wB97M-V def2-TZVPD RIJCOSX def2/J DEFGRID3
* xyz 0 1
C 0.601 -2.023 0.846
C 1.060 -0.573 0.731
N 0.388 0.154 -0.329
C -0.518 1.142 -0.077
C -1.112 1.810 -1.302
O -0.836 1.476 1.053
H 1.155 -2.536 1.640
H 0.769 -2.571 -0.088
H -0.466 -2.071 1.085
H 0.841 -0.028 1.652
H 2.143 -0.528 0.563
H 0.589 -0.091 -1.286
H -0.639 1.511 -2.243
H -1.019 2.892 -1.183
H -2.179 1.576 -1.351
*
```

Calculated values
HOMO-LUMO gap, Eh: 0.3880
SMILES: CCNC(C)=O
LUMO, eV: 0.92
HOMO level, eV: -9.6



(ii)
Entry from the OMol25 dataset: the molecule C4H9NO (the ωB97M-V functional and the def2-TZVPD basis).

Structure (ORCA input):
```
! wB97M-V def2-TZVPD RIJCOSX def2/J DEFGRID3
* xyz 0 1
C 2.033 -0.865 -0.191
C 1.209 -0.093 0.531
C 0.184 0.649 -0.277
O 0.261 2.131 0.042
C -1.215 0.222 0.155
N -1.601 -1.116 -0.135
H 1.919 -0.796 -1.403
H 2.815 -1.595 0.194
H 1.242 0.141 1.627
H 0.317 0.408 -1.318
H -0.497 2.426 -0.495
H -1.243 0.590 1.216
H -1.814 0.936 -0.549
H -2.592 -1.241 0.146
H -1.019 -1.796 0.457
*
```

Calculated values
HOMO-LUMO gap, Eh: 0.3904
SMILES: C=C[C@H](O)CN
LUMO, eV: 1.01
HOMO level, eV: -9.6



The structure with the least stability is (ii).



(i)
Entry from the OMol25 dataset: a cluster of 2 separate species, C4H9NO in total (the ωB97M-V functional and the def2-TZVPD basis).

Structure (ORCA input):
```
! wB97M-V def2-TZVPD RIJCOSX def2/J DEFGRID3
* xyz 0 1
O -1.156 1.764 -0.550
C -0.192 0.865 -0.715
C -0.152 -0.699 -0.454
C 0.173 0.336 0.690
C 1.632 0.120 1.228
N 0.997 -1.653 -0.559
H 0.419 1.114 -1.620
H -1.084 -1.232 -0.718
H -3.200 0.565 -0.712
H -0.631 0.471 1.422
H 2.090 -0.581 0.541
H 2.248 0.995 1.343
H 1.578 -0.439 2.152
H -3.822 0.421 -0.447
H 1.100 -2.046 -1.600
*
```

Calculated values
HOMO-LUMO gap, Eh: 0.2391
LUMO, eV: -2.49
HOMO level, eV: -9.0



(ii)
Entry from the OMol25 dataset: a structure of composition C4H9NO (the ωB97M-V functional and the def2-TZVPD basis).

Structure (ORCA input):
```
! wB97M-V def2-TZVPD RIJCOSX def2/J DEFGRID3
* xyz 0 1
C -0.444 -1.701 0.214
C -0.442 -0.181 -0.271
C -1.296 1.525 0.220
C 0.876 0.500 -0.239
O 0.901 1.721 -0.283
N 2.053 -0.150 -0.028
H 0.119 -1.876 1.140
H 0.008 -2.405 -0.529
H -1.452 -2.099 0.367
H -0.881 -0.174 -1.264
H -1.065 2.538 -0.212
H -2.286 1.269 -0.097
H -1.152 1.632 1.293
H 2.228 -1.090 -0.334
H 2.832 0.492 0.024
*
```

Calculated values
HOMO-LUMO gap, Eh: 0.3605
LUMO, eV: 0.84
HOMO level, eV: -9.0



(iii)
Entry from the OMol25 dataset: a cluster of 2 separate species, C4H9NO in total (the ωB97M-V functional and the def2-TZVPD basis).

Structure (ORCA input):
```
! wB97M-V def2-TZVPD RIJCOSX def2/J DEFGRID3
* xyz 0 1
C -1.509 -3.196 -0.189
C -0.904 -2.001 -0.121
O 0.136 -1.561 -0.999
H -2.140 -3.589 0.684
H -1.671 -3.748 -1.217
H -1.209 -1.430 0.666
H -0.100 -0.648 -0.930
C 1.821 1.463 0.972
N 1.093 1.311 -0.110
C 0.196 2.401 -0.360
H 2.665 0.806 1.204
H 1.785 2.333 1.683
H -0.777 1.857 -0.542
H 0.077 3.022 0.561
H 0.538 2.980 -1.302
*
```

Calculated values
HOMO-LUMO gap, Eh: 0.3616
SMILES: C=CO.C=NC
LUMO, eV: 0.90
HOMO level, eV: -8.9



The structure with the least stability is (i).



(i)
Entry from the OMol25 dataset: the molecule C5H6OS (the ωB97M-V functional and the def2-TZVPD basis).

Structure (ORCA input):
```
! wB97M-V def2-TZVPD RIJCOSX def2/J DEFGRID3
* xyz 0 1
C 0.795 1.815 0.750
C 1.403 -0.147 -0.273
C -0.236 1.287 -0.046
C 1.869 -1.509 -0.874
C -1.601 1.820 -0.302
O 0.165 0.128 -0.658
S 2.187 0.883 0.739
H 2.074 -2.083 0.010
H 2.770 -1.441 -1.594
H 0.996 -1.970 -1.327
H -2.193 1.873 0.570
H -2.045 1.229 -1.122
H -1.746 2.884 -0.665
*
```

Calculated values
HOMO-LUMO gap, Eh: 0.2934
LUMO, eV: 0.30
HOMO level, eV: -7.7



(ii)
Entry from the OMol25 dataset: the molecule C5H6OS (the ωB97M-V functional and the def2-TZVPD basis).

Structure (ORCA input):
```
! wB97M-V def2-TZVPD RIJCOSX def2/J DEFGRID3
* xyz 0 1
O -2.375 -2.152 -0.014
C -1.601 -1.288 -0.055
C -0.083 -1.314 -0.027
C 0.308 0.081 0.427
C -0.769 0.962 -0.280
C -2.087 0.241 -0.144
S -3.610 0.771 0.104
H 0.069 -2.060 0.816
H 0.256 -1.478 -1.031
H 0.122 0.029 1.532
H 1.290 0.514 0.243
H -0.660 1.379 -1.395
H -0.860 1.894 0.418
*
```

Calculated values
HOMO-LUMO gap, Eh: 0.2816
SMILES: O=C1CCCC1=S
LUMO, eV: -0.96
HOMO level, eV: -8.6



The structure with the least stability is (i).



(i)
Entry from the OMol25 dataset: a cluster of 2 separate species, C5H6OS in total (the ωB97M-V functional and the def2-TZVPD basis).

Structure (ORCA input):
```
! wB97M-V def2-TZVPD RIJCOSX def2/J DEFGRID3
* xyz 0 1
C 2.495 -1.655 -0.617
C 2.303 -0.448 -0.401
C -0.422 0.497 0.553
C -1.632 -0.299 0.454
C 2.178 0.803 -0.037
O 2.335 1.931 0.165
S -3.029 0.550 -0.532
H 2.101 -2.618 -0.491
H 0.121 0.768 1.510
H -0.440 1.277 -0.121
H -2.264 -0.269 1.291
H -1.436 -1.197 -0.073
H -2.311 0.660 -1.701
*
```

Calculated values
HOMO-LUMO gap (alpha / beta), Eh: 0.2537 / 0.3002
LUMO (alpha / beta), eV: -0.74 / -0.42
HOMO level (alpha / beta), eV: -7.6 / -8.6



(ii)
Entry from the OMol25 dataset: a structure of composition C5H6OS (the ωB97M-V functional and the def2-TZVPD basis).

Structure (ORCA input):
```
! wB97M-V def2-TZVPD RIJCOSX def2/J DEFGRID3
* xyz 0 1
C -0.398 0.059 -0.901
C 0.876 -0.456 -0.228
C -0.486 0.807 0.483
C -0.728 -0.354 1.441
C 0.106 -1.194 0.913
H 1.282 1.650 -1.622
H -1.074 -0.695 -1.194
H 1.620 -1.105 -0.762
H -0.811 1.794 0.566
H -1.555 -0.424 2.192
H 0.194 -2.336 0.978
O 0.931 0.867 0.424
S 0.042 1.387 -2.291
*
```

Calculated values
HOMO-LUMO gap, Eh: 0.3655
LUMO, eV: 0.95
HOMO level, eV: -9.0



The structure with the least stability is (i).